Density functional theory data (ωB97M-V with the def2-TZVPD basis set) for a gas-phase ion, C16H25N2O5 (charge +1).

For the HOMO-LUMO gap, the calculation gives 8.72 eV. The multiplicity is 1. Its charge is +1. Its structure (SMILES) is OCC[NH+]1CCN(C[C@H](O)COc2ccc3c(c2)OCO3)CC1.

Last column: Löwdin charge in e.
Positions of all 48 atoms, in Å:
O -0.298 -1.502 1.220  -0.042
C 0.501 -2.630 0.979  -0.202
C 1.330 -2.465 -0.303  -0.088
N 2.256 -1.320 -0.202  -0.113
C 3.478 -1.602 0.575  -0.076
C 4.140 -0.262 0.955  -0.125
N 3.889 0.758 -0.039  -0.164
C 3.226 1.971 0.346  -0.113
C 1.681 1.937 0.537  -0.273
O 1.374 0.749 1.245  -0.039
C 0.901 2.026 -0.810  -0.113
O 0.092 0.893 -1.050  -0.081
C -1.191 0.865 -0.545  -0.274
C -1.674 1.725 0.425  -0.022
C -2.984 1.616 0.900  0.039
C -3.769 0.618 0.384  -0.201
C -3.275 -0.261 -0.589  -0.200
C -1.994 -0.162 -1.068  0.062
O -4.235 -1.163 -0.917  0.055
C -5.383 -0.802 -0.165  -0.131
O -5.056 0.286 0.674  0.052
C 3.794 0.230 -1.366  -0.128
C 2.634 -0.790 -1.531  -0.077
H -1.074 -1.511 0.643  0.081
H 1.149 -2.729 1.853  0.124
H -0.097 -3.543 0.896  0.136
H 0.650 -2.272 -1.136  0.136
H 1.894 -3.376 -0.512  0.145
H 1.760 -0.537 0.333  0.129
H 3.226 -2.160 1.475  0.133
H 4.143 -2.214 -0.039  0.142
H 5.221 -0.424 1.052  0.133
H 3.760 0.080 1.918  0.128
H 3.456 2.743 -0.391  0.136
H 3.666 2.282 1.295  0.134
H 1.417 2.804 1.156  0.149
H 0.434 0.702 1.473  0.100
H 0.304 2.941 -0.846  0.136
H 1.603 2.057 -1.647  0.122
H -1.061 2.516 0.827  0.113
H -3.361 2.294 1.645  0.129
H -1.623 -0.810 -1.844  0.136
H -5.704 -1.658 0.445  0.146
H -6.195 -0.514 -0.850  0.147
H 4.743 -0.269 -1.590  0.131
H 3.679 1.044 -2.081  0.130
H 1.750 -0.327 -1.970  0.118
H 2.951 -1.620 -2.166  0.140